# C18H16Cl2N2O2

The molecule C18H16Cl2N2O2 (the ωB97M-V functional and the def2-TZVPD basis, the Open Molecules 2025 dataset).

Computed properties:
Relative energy (zero: lowest compared OMol25 entry of this formula, charge and spin)   1324.7 kJ/mol
SMILES   O=C(COc1ccc(Cl)cc1Cl)N/N=C1\CCCc2ccccc21
Lowest unoccupied orbital energy   0.30 eV
Max |F|   13.2 eV/Å
Orbital gap   9.055 eV
Total energy   -51033.95272 eV

Last column: natural (NBO) charge in e.
Geometry (Å):
O 2.01111 3.65641 -0.64599  -0.594
C 1.47682 2.63817 -0.95292  0.624
N 0.47626 2.34091 -0.16110  -0.429
N -0.38168 1.14135 -0.45271  -0.320
C -1.30168 0.54161 0.21644  0.346
C -2.13845 -0.52564 -0.04964  -0.251
C -1.75279 -1.25228 -1.07630  -0.125
C -2.39280 -2.19221 -1.82994  -0.169
C -3.56786 -2.60406 -1.13657  -0.191
C -3.89905 -2.00100 0.08065  -0.207
C -3.29354 -0.66246 0.59202  0.092
C -3.78970 -0.03744 1.70301  -0.459
C -2.44565 0.17330 2.46815  -0.372
C -1.63569 1.40096 1.75361  -0.475
H -2.23991 2.21869 1.42864  0.209
H -0.80203 1.54872 2.36278  0.219
H -1.81296 -0.66470 2.90657  0.246
H -2.81290 0.80415 3.58124  0.174
H -4.19896 0.83086 1.45366  0.227
H -4.32803 -0.74279 2.54267  0.235
H -4.87346 -2.28657 0.52013  0.200
H -4.19108 -3.38617 -1.24453  0.208
H -2.03989 -2.62708 -2.53012  0.181
H -0.83303 -0.73673 -1.56761  0.237
H 0.14895 2.99078 0.45459  0.392
C 1.66166 1.75519 -2.15941  -0.177
O 1.75090 0.18936 -1.81305  -0.426
C 2.82887 0.17187 -1.06937  0.271
C 3.71928 0.82235 -0.47640  -0.322
C 4.87428 0.33722 0.25873  -0.253
C 4.89633 -0.85352 0.47424  0.033
C 3.86225 -1.85907 -0.03185  -0.275
C 2.89021 -1.30428 -0.65782  0.058
Cl 1.59702 -2.53823 -1.23809  -0.071
H 3.89090 -2.94512 0.36031  0.262
Cl 6.22243 -1.36789 1.52845  -0.043
H 5.63931 1.05432 0.35458  0.240
H 3.78012 1.92805 -0.56536  0.237
H 2.42626 2.16202 -2.68452  0.212
H 0.57816 1.88095 -2.69716  0.254


# C18H16Cl3N10O3SeTi

A structure of composition C18H16Cl3N10O3SeTi (the ωB97M-V functional and the def2-TZVPD basis, the Open Molecules 2025 dataset).

Computed properties:
Relative energy (zero: lowest compared OMol25 entry of this formula, charge and spin)   0.0 kJ/mol
Spin multiplicity   3
Lowest unoccupied orbital energy (spin up / spin down)   -3.53 / -4.90 eV
Charge   +1
Max |F|   0.7 eV/Å
Orbital gap (spin up / spin down)   7.146 / 5.772 eV
Expectation value of S²   2.014
Total energy   -165991.33015 eV

Last column: natural (NBO) charge in e.
Geometry (Å):
Ti -0.23915 0.81155 1.03491  1.430
N 2.06539 0.35173 -1.51781  -0.657
N 2.89253 1.28375 -0.89641  -0.409
C 2.34330 2.28551 -0.20168  0.647
N 3.16209 3.15964 0.39893  -0.781
N 1.01641 2.35537 -0.15395  -0.515
N 0.52724 3.37372 0.66999  0.618
O 0.22065 2.96696 1.80958  -0.411
O 0.33330 4.47676 0.26176  -0.265
H 2.08869 -0.54897 -1.01718  0.426
H 2.34068 0.24884 -2.48605  0.370
H 3.88414 1.11822 -0.80704  0.386
H 4.15351 3.12871 0.23793  0.419
H 2.81019 3.91934 0.95519  0.424
O -0.36293 -0.66726 -0.01865  -0.785
C -0.97681 -1.85667 -0.18160  0.398
C -2.31797 -1.89478 -0.55217  -0.271
C -2.95481 -3.11265 -0.71455  -0.170
C -2.26124 -4.29746 -0.51785  -0.229
C -0.92635 -4.25886 -0.15992  -0.166
C -0.25921 -3.04486 0.02025  -0.170
C 1.15502 -3.03226 0.40294  0.361
N 2.09489 -2.18403 0.03455  -0.507
C 3.26116 -2.63001 0.60861  -0.104
C 3.02987 -3.75920 1.33216  -0.091
N 1.68719 -4.00423 1.19440  -0.510
H -2.84360 -0.96061 -0.70044  0.222
H -3.99860 -3.13515 -0.99909  0.225
H -2.75551 -5.24914 -0.65734  0.226
H -0.37673 -5.18632 -0.05048  0.210
H 4.20093 -2.12594 0.45317  0.207
H 3.67959 -4.39639 1.90566  0.229
H 1.16523 -4.74787 1.62576  0.428
Se -3.31361 2.41755 1.40291  1.105
N -2.05423 1.78317 0.29109  -0.800
C -2.36131 2.15277 -0.94801  0.219
C -1.61730 1.82913 -2.11986  -0.251
C -2.08510 2.28222 -3.31042  -0.160
C -3.28272 3.06347 -3.41751  -0.188
C -4.01631 3.38675 -2.32705  -0.185
C -3.56987 2.93290 -1.04876  0.068
N -4.19131 3.17793 0.09026  -0.572
H -0.71424 1.23800 -2.04062  0.248
H -1.54370 2.04868 -4.21799  0.227
H -3.59752 3.39283 -4.39858  0.230
H -4.92381 3.97104 -2.38651  0.242
Cl 2.04936 -2.26769 4.77328  0.182
C 2.26724 -0.63286 4.42936  -0.184
Cl -1.35172 0.30231 3.01629  -0.512
Cl 2.76402 0.44570 5.62334  0.184
C 1.97471 -0.15474 3.16598  0.345
N 1.72834 0.24341 2.10923  -0.383


# C18H16CrNO4PS6

A structure of composition C18H16CrNO4PS6 (the ωB97M-V functional and the def2-TZVPD basis, the Open Molecules 2025 dataset).

Computed properties:
Relative energy (zero: lowest compared OMol25 entry of this formula, charge and spin)   44.3 kJ/mol
Spin multiplicity   5
Lowest unoccupied orbital energy (spin up / spin down)   4.35 / 4.35 eV
Charge   -2
Max |F|   0.8 eV/Å
Orbital gap (spin up / spin down)   5.609 / 5.828 eV
Expectation value of S²   6.014
Total energy   -131331.68633 eV

Last column: natural (NBO) charge in e.
Geometry (Å):
Cr 0.45260 1.71285 1.34985  1.136
S 1.36914 -2.01116 7.93210  -0.280
C 0.98527 -1.64710 6.34313  -0.573
S 0.03767 -0.30721 5.85318  0.477
C -0.01511 -0.59878 4.11694  -0.393
C 0.66662 -1.70013 3.71589  -0.404
S 0.89362 -2.33814 2.10351  -0.409
S 1.45606 -2.59832 4.99947  0.465
S -1.00217 0.53446 3.22720  -0.441
O -2.43211 4.02944 -0.59392  -0.690
C -1.52500 3.25194 -0.31758  0.799
O -0.97255 3.09840 0.82680  -0.795
C -0.94254 2.37166 -1.45596  -0.848
P -0.57722 0.72775 -0.76066  0.862
C -2.12523 -0.21769 -0.92605  -0.242
C -2.54301 -0.77261 -2.13504  -0.210
C -3.74160 -1.46331 -2.21232  -0.235
C -4.53466 -1.60374 -1.07935  -0.219
C -4.12074 -1.06047 0.12705  -0.200
C -2.91598 -0.37357 0.20972  -0.205
C 0.53815 -0.11471 -1.92418  -0.316
C 1.14197 0.50191 -3.01558  -0.228
C 2.07100 -0.18537 -3.78776  -0.168
C 2.40699 -1.49411 -3.47643  -0.249
C 1.81494 -2.11449 -2.38172  -0.204
C 0.89354 -1.42933 -1.60795  -0.198
H 0.02704 2.82109 -1.69661  0.269
H -1.59307 2.37979 -2.32985  0.229
H -1.91944 -0.66933 -3.01612  0.210
H -4.05684 -1.89537 -3.15511  0.196
H -5.47034 -2.14783 -1.13782  0.196
H -4.72387 -1.18332 1.01800  0.209
H -2.56514 0.00654 1.16294  0.264
H 0.90034 1.52810 -3.26133  0.219
H 2.53909 0.31141 -4.62944  0.192
H 3.13839 -2.02524 -4.07419  0.196
H 2.08744 -3.12822 -2.11459  0.208
H 0.46383 -1.90280 -0.73002  0.246
C 3.20066 0.33590 1.01012  -0.237
O 1.83244 0.23451 1.33276  -0.842
H 3.62378 -0.66815 0.91339  0.177
H 3.74348 0.87785 1.78876  0.172
H 3.32005 0.86803 0.06240  0.177
H 1.51558 -0.75393 1.61506  0.450
O 2.27770 3.63648 -0.60350  -0.998
S 2.51492 3.97654 0.82144  1.317
N 1.86431 3.19976 1.89335  -1.080


# C18H16F4N2O5

The molecule C18H16F4N2O5 (the ωB97M-V functional and the def2-TZVPD basis, the Open Molecules 2025 dataset).

Computed properties:
SMILES   COc1ccccc1OCc1ccc(C(=O)N2N=C(C(F)F)C[C@@]2(O)C(F)F)o1
Lowest unoccupied orbital energy   -0.03 eV
Max |F|   1.3 eV/Å
Orbital gap   8.627 eV
Total energy   -43011.88227 eV

Last column: natural (NBO) charge in e.
Geometry (Å):
C 1.90291 0.08165 -1.17700  -0.253
H 2.79299 0.31856 -1.76738  0.179
O 2.20289 -0.79783 -0.12098  -0.512
C 3.09982 -0.40562 0.82197  0.346
C 3.74692 0.82397 0.84521  -0.320
C 4.64122 1.12789 1.85873  -0.197
C 4.90658 0.21619 2.86172  -0.240
C 4.26589 -1.01195 2.85274  -0.227
C 3.37284 -1.33219 1.84587  0.202
O 2.76915 -2.57809 1.82503  -0.500
C 1.55301 -2.66575 2.54992  -0.110
C 0.53213 -1.70888 2.02584  0.308
C 0.32065 -0.38411 2.33298  -0.319
C -0.64886 0.07622 1.43023  -0.216
C -0.96805 -1.00297 0.63130  0.118
C -1.85814 -1.18528 -0.49968  0.648
O -2.08373 -2.26144 -1.03188  -0.624
N -2.46586 -0.06177 -1.01833  -0.290
N -2.43132 1.18720 -0.52723  -0.180
C -3.16329 1.95187 -1.23855  0.160
C -3.32746 3.40173 -0.92390  0.540
F -2.95075 4.16559 -1.97796  -0.334
F -4.63122 3.69570 -0.69735  -0.334
H -2.74297 3.70801 -0.04435  0.150
C -3.84162 1.26571 -2.38933  -0.489
H -3.57697 1.71709 -3.34620  0.259
H -4.92820 1.27769 -2.28454  0.265
C -3.31187 -0.16911 -2.23846  0.336
O -4.33816 -1.07303 -2.07742  -0.695
H -3.95778 -1.93796 -1.84251  0.508
C -2.38119 -0.57543 -3.41107  0.537
F -2.98014 -0.32632 -4.59362  -0.334
F -1.25418 0.17877 -3.38587  -0.347
H -2.09513 -1.63546 -3.37665  0.162
O -0.24934 -2.08093 1.01545  -0.354
H -1.06394 1.05947 1.36235  0.252
H 0.81051 0.17987 3.10063  0.239
H 1.72841 -2.46499 3.61684  0.189
H 1.21391 -3.69404 2.41028  0.219
H 4.46067 -1.74367 3.62230  0.222
H 5.60637 0.45492 3.64734  0.216
H 5.13270 2.08917 1.85602  0.215
H 3.55821 1.55401 0.07432  0.222
H 1.44737 1.00793 -0.81101  0.177
H 1.18499 -0.44234 -1.80581  0.207


# C18H16F5N3O2RhS4

A structure of composition C18H16F5N3O2RhS4 (the ωB97M-V functional and the def2-TZVPD basis, the Open Molecules 2025 dataset).

Computed properties:
Relative energy (zero: lowest compared OMol25 entry of this formula, charge and spin)   38.2 kJ/mol
Spin multiplicity   5
Lowest unoccupied orbital energy (spin up / spin down)   -3.45 / -4.89 eV
Charge   +1
Max |F|   0.7 eV/Å
Orbital gap (spin up / spin down)   7.314 / 6.263 eV
Expectation value of S²   6.019
Total energy   -87416.59540 eV

Last column: natural (NBO) charge in e.
Geometry (Å):
Rh -0.27544 0.19780 -0.19987  0.673
C 2.87389 0.71011 -1.36106  -0.557
C 2.54023 2.17596 -1.09182  -0.537
S 0.84436 2.50358 -0.52843  0.261
C 1.10090 3.03133 1.20351  -0.528
C 0.25046 2.32225 2.25295  -0.560
S 0.17295 0.51424 2.24500  0.328
C 1.87268 -0.03295 2.53863  -0.552
C 2.89712 0.15755 1.42112  -0.556
S 2.28776 -0.48942 -0.15585  0.326
H 2.40849 0.37451 -2.29005  0.255
H 3.95232 0.61036 -1.49254  0.249
H 3.21936 2.61489 -0.36207  0.230
H 2.67820 2.73998 -2.01401  0.259
H 2.15933 2.92683 1.42727  0.224
H 0.87190 4.09583 1.25087  0.252
H 0.57050 2.65576 3.24194  0.251
H -0.79558 2.61987 2.15116  0.243
H 2.22568 0.44617 3.45334  0.248
H 1.75590 -1.09420 2.76290  0.262
H 3.17251 1.20253 1.30736  0.215
H 3.80426 -0.38165 1.69580  0.254
O -2.10951 -1.40255 1.16514  -0.338
N -2.91084 -2.18448 0.75005  0.526
O -3.02788 -2.74143 -0.27714  -0.218
F 2.74903 -6.42189 -0.43833  -0.268
C 2.01888 -5.34526 -0.68963  0.288
C 1.67939 -5.01745 -1.99236  0.276
F 2.08467 -5.78106 -2.99802  -0.270
C 0.92365 -3.88271 -2.23720  0.346
F 0.62549 -3.59054 -3.50051  -0.283
C 0.48246 -3.04944 -1.21370  -0.311
S -0.49736 -1.64365 -1.61772  -0.099
C 0.83260 -3.41531 0.08263  0.311
F 0.44710 -2.66965 1.13237  -0.318
C 1.59261 -4.53703 0.35209  0.305
F 1.92088 -4.83676 1.60703  -0.286
N -6.94052 3.79452 -1.14237  -0.209
C -5.93753 3.26378 -0.97146  0.233
C -4.68147 2.60231 -0.75864  -0.085
C -4.38991 2.03767 0.47839  -0.190
C -3.16923 1.40924 0.63726  0.044
N -2.25896 1.33446 -0.33824  -0.511
C -2.54756 1.88593 -1.52224  0.065
C -3.74397 2.52278 -1.78397  -0.197
H -5.09702 2.08041 1.29368  0.254
H -2.90683 0.93033 1.57225  0.224
H -1.78489 1.81018 -2.28794  0.216
H -3.94107 2.94626 -2.75758  0.256